Here is a structure of composition C63H58N9O2PReS from the Open Molecules 2025 dataset. Energies are from ωB97M-V/def2-TZVPD.

The geometry in XYZ format:
```
135
Properties=species:S:1:pos:R:3:forces:R:3
Re 0.0035 0.7451 -0.6507 -1.170 -0.098 1.118
C 1.1266 6.9412 -5.2101 0.003 -0.019 -0.007
C 2.1595 6.3630 -4.4865 -0.020 0.011 0.014
C 1.9161 5.2543 -3.6893 0.072 -0.040 -0.064
C 0.6367 4.7098 -3.6072 -0.154 -0.060 0.048
C -0.3934 5.2952 -4.3406 -0.069 0.136 0.125
C -0.1509 6.4036 -5.1372 0.007 0.009 0.025
C 0.4028 3.5291 -2.7227 0.008 0.075 -0.282
C -0.0942 2.3420 -3.2793 -0.033 -0.174 -0.058
C -0.6764 2.2510 -4.5753 0.076 0.097 -0.022
C -1.3562 1.0786 -4.6425 -0.113 -0.056 0.110
C -1.1154 0.3663 -3.4333 0.045 0.143 0.086
C -1.5823 -0.9096 -3.0927 -0.107 -0.041 -0.004
C -2.8266 -1.5194 -3.6238 0.134 0.085 -0.176
C -3.2773 -1.4306 -4.9444 0.066 -0.093 0.006
C -4.4777 -2.0100 -5.3199 0.010 -0.023 0.013
C -5.2522 -2.6923 -4.3899 -0.028 0.040 -0.043
C -4.8161 -2.7943 -3.0792 0.043 -0.025 0.028
C -3.6140 -2.2148 -2.7016 -0.072 0.008 0.038
C -0.8019 -1.7004 -2.2368 -0.114 -0.107 0.110
N 0.1422 -1.1857 -1.4078 0.244 -0.206 -0.201
C 1.0973 -2.1637 -1.2645 -0.131 0.026 -0.016
C 2.3243 -1.9866 -0.6289 0.104 -0.133 -0.192
C 3.4819 -2.8580 -1.0245 -0.070 0.023 0.162
C 4.0934 -2.5065 -2.2291 -0.028 -0.003 -0.015
C 5.2113 -3.1889 -2.6792 -0.006 -0.032 -0.005
C 5.7272 -4.2418 -1.9358 -0.024 0.003 -0.030
C 5.1189 -4.6020 -0.7444 -0.022 0.000 0.026
C 4.0056 -3.9101 -0.2815 0.050 -0.006 -0.028
C 2.5273 -0.9155 0.2136 -0.129 0.186 0.191
C 3.5534 -0.8290 1.1994 0.089 -0.048 -0.081
C 3.3083 0.2700 1.9509 -0.085 0.042 0.147
C 2.2039 0.9596 1.3562 0.023 -0.215 -0.149
N 1.6975 0.2027 0.3072 0.266 -0.139 0.002
C 1.9052 2.2924 1.6262 0.022 0.219 0.169
C 1.3106 3.1038 0.6720 -0.080 -0.070 -0.159
C 1.4627 4.5216 0.5548 -0.086 0.037 0.121
C 1.1229 4.8568 -0.7125 -0.067 0.070 -0.039
C 0.7070 3.6614 -1.3857 -0.128 -0.003 0.425
N 0.7265 2.6100 -0.4777 0.447 0.331 -0.229
C 2.4928 2.9009 2.8548 0.009 -0.114 -0.071
C 3.6090 3.7299 2.7874 0.049 -0.039 0.024
C 4.1899 4.2106 3.9521 -0.050 0.028 -0.015
C 3.6493 3.8807 5.1875 0.035 -0.027 -0.004
C 2.5314 3.0618 5.2579 -0.026 0.001 -0.011
C 1.9583 2.5669 4.0950 -0.003 0.052 0.055
C 0.6640 -3.3547 -1.9206 0.028 -0.045 -0.023
C -0.5519 -3.0934 -2.4702 -0.108 -0.014 0.063
N -0.2755 1.1393 -2.6210 0.545 0.167 -0.425
H 1.3148 7.8105 -5.8257 0.003 -0.012 -0.004
H 3.1568 6.7791 -4.5366 0.005 -0.021 -0.021
H 2.7290 4.7962 -3.1389 -0.007 0.014 0.009
H -1.4026 4.9096 -4.2567 0.014 -0.023 -0.022
H -0.9629 6.8561 -5.6910 0.002 -0.002 0.004
H -0.5911 2.9914 -5.3516 0.009 0.007 0.020
H -1.9050 0.7246 -5.4939 -0.038 0.027 0.030
H -2.6684 -0.9709 -5.7061 0.006 -0.039 -0.015
H -4.7984 -1.9478 -6.3512 -0.001 -0.010 0.003
H -6.1853 -3.1491 -4.6914 0.005 0.002 0.002
H -5.4043 -3.3364 -2.3507 -0.007 0.017 0.005
H -3.2796 -2.2915 -1.6737 -0.004 0.005 -0.003
H 3.6916 -1.6835 -2.8092 0.014 -0.004 -0.001
H 5.6795 -2.8969 -3.6098 -0.006 -0.010 0.000
H 6.5961 -4.7814 -2.2877 0.001 0.009 0.008
H 5.5105 -5.4251 -0.1614 0.006 0.007 -0.002
H 3.5625 -4.2068 0.6559 -0.001 0.029 0.022
H 4.3512 -1.5455 1.3161 -0.009 0.005 -0.021
H 3.8681 0.6284 2.7994 -0.003 0.012 -0.018
H 1.8374 5.1692 1.3297 -0.019 -0.003 0.001
H 1.1469 5.8380 -1.1566 0.057 -0.021 -0.029
H 4.0421 3.9735 1.8244 0.008 -0.019 0.008
H 5.0708 4.8359 3.8936 -0.012 0.011 0.007
H 4.1081 4.2505 6.0946 -0.014 0.012 -0.003
H 2.1112 2.7996 6.2201 0.005 0.004 0.002
H 1.0863 1.9248 4.1463 0.054 -0.027 -0.003
H 1.2265 -4.2742 -1.9614 0.022 0.030 -0.028
H -1.1704 -3.7475 -3.0630 0.023 0.016 -0.021
C -3.4722 4.0326 5.9794 0.058 0.022 -0.048
C -3.2530 3.1390 4.7919 -0.017 -0.031 0.062
C -4.2038 3.0395 3.7807 -0.004 -0.028 -0.025
C -4.0212 2.1704 2.7129 0.000 0.010 0.001
C -2.8724 1.3966 2.6637 0.103 0.155 0.161
C -1.8881 1.5021 3.6408 -0.012 -0.008 0.003
C -2.0884 2.3696 4.6962 -0.019 0.031 0.006
S -2.7073 0.2329 1.3571 0.010 0.005 -0.082
C -3.1821 -1.2474 2.2115 0.073 -0.153 0.095
O -1.1873 0.0671 1.1468 0.545 0.242 -0.695
H -4.4585 4.4908 5.9593 0.003 0.001 -0.003
H -2.7256 4.8278 6.0101 -0.004 0.002 -0.011
H -3.3757 3.4643 6.9049 -0.015 0.000 0.001
H -5.1029 3.6404 3.8330 -0.005 -0.021 0.011
H -4.7782 2.0802 1.9410 0.008 0.017 0.004
H -0.9840 0.9088 3.5686 -0.023 -0.019 -0.012
H -1.3378 2.4465 5.4742 -0.005 0.013 -0.008
H -2.4556 -1.4594 2.9917 -0.087 -0.018 -0.001
H -3.2295 -2.0566 1.4861 0.026 0.004 -0.008
H -4.1666 -1.0681 2.6430 -0.012 0.020 -0.040
C -0.9389 -4.3879 4.5271 0.162 0.126 -0.224
N 0.1333 -3.4154 4.7403 0.003 0.071 0.292
C 1.4192 -4.0888 4.5585 -0.218 0.079 -0.228
N 1.5304 -4.7342 3.2553 0.392 -0.174 -0.063
C 0.4389 -5.6869 3.0918 -0.051 0.333 -0.010
N -0.8652 -5.0478 3.2265 -0.272 -0.280 -0.008
C -1.1359 -4.1287 2.1287 0.110 0.188 0.193
P 0.0434 -2.6610 2.0315 0.129 -0.542 0.242
C 0.0035 -2.2573 3.8650 -0.032 -0.105 -0.155
C 1.5572 -3.7605 2.1719 -0.217 0.082 0.113
H -1.9037 -3.8832 4.6203 -0.011 -0.023 0.029
H -0.8635 -5.1521 5.3014 -0.028 0.006 0.020
H 1.5221 -4.8507 5.3319 0.012 0.005 0.012
H 2.2230 -3.3580 4.6669 0.021 -0.019 0.040
H 0.5309 -6.4601 3.8555 0.002 -0.006 0.002
H 0.5113 -6.1484 2.1052 0.002 -0.051 0.021
H -2.1613 -3.7713 2.2358 -0.047 -0.048 -0.054
H -1.0713 -4.6669 1.1789 -0.038 -0.019 0.000
H -0.9309 -1.7418 4.1049 0.067 0.033 0.117
H 0.8175 -1.5548 4.0715 -0.005 0.005 0.024
H 2.4343 -3.1221 2.2968 0.050 -0.004 -0.064
H 1.6408 -4.2946 1.2230 0.060 -0.001 -0.017
N -1.9350 1.5220 -0.8551 -0.347 0.035 -0.406
C -2.8771 2.0884 -1.2214 0.106 0.145 0.009
N -3.9502 2.6845 -1.6236 -0.195 -0.121 0.065
C -4.5910 2.3250 -2.9095 0.002 0.053 0.077
C -4.5034 3.5213 -3.8411 -0.006 0.078 -0.029
O -4.9997 4.6961 -3.2283 -0.006 -0.078 0.035
C -4.2911 5.0355 -2.0527 -0.015 0.050 -0.072
C -4.4412 3.9375 -1.0173 0.051 0.030 -0.093
H -5.6332 2.0796 -2.7009 0.003 -0.027 0.018
H -4.0890 1.4545 -3.3311 -0.003 -0.019 0.015
H -5.1211 3.3446 -4.7200 0.045 0.009 -0.036
H -3.4623 3.6667 -4.1596 0.013 0.002 0.017
H -4.7123 5.9683 -1.6825 -0.003 0.008 -0.024
H -3.2272 5.1891 -2.2807 0.012 0.023 0.021
H -5.4974 3.7954 -0.7827 0.005 -0.016 0.049
H -3.8915 4.1525 -0.1022 0.058 -0.046 -0.022
```
Positions in Å, forces in eV/Å.

Summary:
- <S²>: 0.7998
- Charge: +2
- Kohn-Sham gap (spin up / spin down): 5.578 / 5.382 eV
- 2S+1: 2

Here is a structure of composition C63H60Cl2CsN3O3P2S4 from the Open Molecules 2025 dataset. Energies are from ωB97M-V/def2-TZVPD.

The geometry in XYZ format:
```
138
Properties=species:S:1:pos:R:3:forces:R:3
Cs -0.7131 -0.2369 0.0396 -0.325 1.424 0.704
O 1.5844 -1.3912 -0.1981 0.946 -0.314 -0.486
S 2.6729 -2.0018 0.6061 0.109 -0.097 0.121
C 2.1320 -1.8972 2.3286 0.022 -0.223 -0.104
C 1.5651 -2.9723 2.9942 -0.090 0.005 0.041
C 1.1075 -2.8084 4.2950 0.029 0.018 -0.056
C 1.1789 -1.5646 4.8927 -0.004 0.006 -0.004
C 1.7372 -0.4913 4.2123 -0.034 0.029 -0.019
C 2.2616 -0.6412 2.9342 -0.083 -0.184 0.177
P 3.0578 0.7341 2.0186 -0.135 0.104 -0.160
C 4.7932 0.4330 2.5468 0.152 0.029 -0.059
C 5.1670 -0.0228 3.8117 -0.017 0.007 -0.045
C 6.5020 -0.2346 4.1208 -0.021 -0.018 0.045
C 7.4865 0.0009 3.1696 0.011 0.019 -0.040
C 7.1283 0.4407 1.9042 0.028 -0.012 0.016
C 5.7902 0.6487 1.5957 -0.031 -0.019 0.040
C 2.5511 2.1793 3.0148 0.152 -0.046 0.163
C 1.2535 2.6588 2.8321 -0.063 0.050 -0.064
C 0.7984 3.7484 3.5636 -0.043 -0.076 -0.023
C 1.6483 4.3880 4.4551 -0.019 -0.010 -0.003
C 2.9493 3.9321 4.6247 -0.010 0.001 0.055
C 3.3980 2.8270 3.9154 -0.091 -0.071 0.014
C 2.5237 -3.7615 0.2980 -0.059 -0.087 -0.012
C 3.5559 -4.5213 0.8344 0.013 0.043 0.004
C 3.5916 -5.8924 0.6639 -0.056 -0.033 -0.036
C 2.5798 -6.4939 -0.0690 0.064 0.014 0.048
C 1.5687 -5.7269 -0.6272 -0.040 0.004 -0.011
C 1.4979 -4.3354 -0.4777 0.138 -0.075 -0.010
P 0.0459 -3.3999 -1.2123 0.225 -0.002 0.385
C 0.7792 -2.6158 -2.6952 0.168 -0.225 -0.042
C 0.0348 -1.6163 -3.3133 -0.066 0.144 -0.054
C 0.5210 -0.9813 -4.4506 -0.099 0.000 0.087
C 1.7482 -1.3463 -4.9820 0.060 -0.014 -0.029
C 2.4990 -2.3425 -4.3682 -0.011 0.024 0.002
C 2.0179 -2.9714 -3.2309 -0.095 0.042 0.053
C -0.8750 -4.7821 -1.9927 -0.044 -0.010 -0.227
C -2.0239 -5.2188 -1.3370 0.040 -0.002 -0.023
C -2.8131 -6.2224 -1.8833 -0.020 -0.001 0.033
C -2.4730 -6.7862 -3.1033 -0.016 -0.019 -0.003
C -1.3426 -6.3430 -3.7782 0.025 -0.001 -0.005
C -0.5504 -5.3474 -3.2274 -0.063 0.007 0.062
H 1.4503 -3.9262 2.4976 0.009 -0.016 0.024
H 0.6405 -3.6379 4.8089 -0.014 -0.016 0.005
H 0.7541 -1.4033 5.8743 -0.004 0.002 0.000
H 1.7284 0.4878 4.6716 0.015 0.016 0.019
H 4.4011 -0.2169 4.5532 0.011 0.000 0.014
H 6.7761 -0.5877 5.1078 -0.005 0.001 0.005
H 8.5289 -0.1660 3.4129 0.005 -0.005 0.003
H 7.8869 0.6123 1.1509 0.009 0.002 -0.008
H 5.5084 0.9572 0.5958 -0.009 0.022 -0.015
H 0.5515 2.1957 2.1431 0.015 -0.086 0.057
H -0.2345 4.0503 3.4141 -0.013 0.044 -0.005
H 1.2905 5.2362 5.0267 -0.003 0.004 0.005
H 3.6167 4.4279 5.3211 0.005 0.005 0.010
H 4.4096 2.4736 4.0669 0.035 -0.005 -0.004
H 4.3319 -4.0201 1.4030 0.006 0.017 0.004
H 4.3958 -6.4751 1.0944 -0.008 -0.016 -0.006
H 2.5752 -7.5662 -0.2218 0.010 -0.001 0.003
H 0.8063 -6.2377 -1.1995 0.012 0.043 0.012
H -0.9245 -1.2976 -2.9136 -0.019 -0.020 0.030
H -0.0709 -0.1798 -4.8764 0.031 -0.007 -0.035
H 2.1309 -0.8451 -5.8632 0.005 0.011 0.003
H 3.4694 -2.6140 -4.7649 0.016 -0.009 -0.005
H 2.6154 -3.7335 -2.7455 0.031 -0.021 0.000
H -2.3102 -4.7494 -0.4030 -0.004 0.005 0.013
H -3.7062 -6.5443 -1.3628 -0.007 -0.009 -0.005
H -3.0965 -7.5577 -3.5383 -0.004 0.001 0.002
H -1.0841 -6.7682 -4.7403 0.003 -0.001 -0.010
H 0.3225 -4.9911 -3.7603 0.003 -0.017 -0.028
C -4.6255 -2.3593 -4.4920 0.005 0.001 -0.014
C -5.0775 -0.9524 -4.8686 0.050 0.048 0.022
N -3.9783 0.0019 -4.7835 -0.160 -0.108 0.054
C -3.2561 0.2910 -6.0034 0.094 0.026 -0.052
C -3.8276 1.5015 -6.7304 0.011 -0.004 -0.026
C -3.6118 0.4952 -3.5642 0.137 0.073 -0.081
S -2.1856 1.4468 -3.4527 0.033 0.084 0.053
N -4.4584 0.2451 -2.5734 -0.117 -0.126 -0.012
C -4.0507 -0.1500 -1.3648 0.083 0.059 -0.027
O -2.9514 -0.6748 -1.1260 -0.795 -0.448 -0.504
C -5.0205 -0.0003 -0.2345 -0.002 0.124 0.015
C -6.3957 0.0212 -0.4531 0.012 -0.001 -0.042
C -7.2696 0.1746 0.6111 -0.017 0.006 0.013
C -6.7703 0.3462 1.8985 0.000 0.003 0.012
C -5.4009 0.3545 2.1148 0.043 -0.022 -0.006
C -4.5237 0.1623 1.0548 -0.079 0.068 0.154
H -5.4461 -3.0763 -4.5715 -0.024 0.010 -0.006
H -4.2612 -2.3620 -3.4646 0.007 0.003 0.016
H -3.8134 -2.6941 -5.1422 0.002 -0.003 -0.003
H -5.8734 -0.6262 -4.2011 0.007 0.003 0.000
H -5.4620 -0.9281 -5.8923 0.025 0.005 -0.006
H -3.3004 -0.5997 -6.6364 -0.020 -0.018 -0.033
H -2.2105 0.4726 -5.7507 -0.114 -0.021 -0.037
H -4.8828 1.3535 -6.9700 -0.022 -0.008 -0.004
H -3.2884 1.6919 -7.6615 0.014 -0.004 -0.009
H -3.7380 2.3792 -6.0908 0.011 0.007 0.016
H -6.7598 -0.0762 -1.4683 -0.022 -0.005 0.002
H -8.3404 0.1787 0.4396 -0.005 0.000 -0.016
H -7.4522 0.4922 2.7288 -0.001 0.004 0.004
H -4.9846 0.5326 3.0987 -0.017 -0.002 0.017
H -3.4629 0.2004 1.2838 -0.093 -0.034 -0.156
O -0.7499 2.7374 -0.7374 0.227 -0.265 -0.198
C -0.9748 4.1099 -0.5214 -0.100 0.166 -0.005
C -0.4643 4.9490 -1.6892 0.067 -0.026 0.068
C 1.0208 4.6976 -1.9879 -0.075 0.040 -0.022
C 1.9241 4.8215 -0.7869 0.008 -0.052 -0.044
C 1.8242 5.8915 0.0994 -0.033 0.053 0.018
C 2.6397 5.9352 1.2149 0.027 -0.024 -0.038
C 3.5574 4.9160 1.4093 0.074 0.036 -0.093
C 3.6075 3.9049 0.4656 0.031 0.071 0.007
N 2.8179 3.8464 -0.6031 -0.007 -0.054 -0.020
H -1.3588 2.4201 -1.4243 -0.125 0.000 -0.066
H -0.4490 4.3660 0.3989 -0.038 -0.021 0.040
H -2.0334 4.3161 -0.3363 0.008 -0.048 0.004
H -0.6524 6.0052 -1.4686 0.056 0.035 0.022
H -1.0453 4.7157 -2.5862 0.005 -0.031 -0.014
H 1.3602 5.3886 -2.7670 0.025 0.018 -0.002
H 1.1509 3.6901 -2.3821 -0.033 -0.006 0.023
H 1.0834 6.6615 -0.0714 -0.027 -0.003 0.006
H 2.5454 6.7401 1.9335 -0.001 -0.009 0.008
H 4.1873 4.8747 2.2859 0.008 0.044 -0.039
H 4.3087 3.0830 0.5842 -0.008 0.026 -0.012
S -1.3702 0.0587 3.1681 0.000 -0.271 0.142
C -2.0485 1.1894 4.3178 0.046 0.122 0.090
C -2.1176 0.8184 5.6701 -0.024 0.074 -0.051
C -2.6111 1.6581 6.6590 0.010 -0.043 0.059
C -3.0581 2.9244 6.3032 -0.021 0.053 -0.011
C -3.0073 3.3151 4.9729 0.039 -0.102 0.026
C -2.5173 2.4883 3.9424 -0.085 0.032 0.165
S -2.5086 3.0872 2.3049 0.103 0.057 -0.096
H -1.7750 -0.1777 5.9316 0.010 -0.005 -0.017
H -2.6453 1.3196 7.6903 -0.010 0.019 0.013
H -3.4512 3.6085 7.0496 0.004 -0.016 0.026
H -3.3626 4.2993 4.6894 -0.001 0.006 -0.028
Cl 4.2659 2.2423 -3.5185 -0.002 -0.007 -0.053
C 3.2717 1.1236 -2.5588 -0.095 0.042 0.061
Cl 4.2472 -0.2114 -1.9161 0.068 0.067 0.016
H 2.5190 0.6983 -3.2144 -0.003 0.008 0.082
H 2.8498 1.6979 -1.7341 0.050 -0.077 -0.035
```
Positions in Å, forces in eV/Å.

Summary:
- Charge: -2
- Kohn-Sham gap: 3.462 eV
- 2S+1: 1

Relative energy (zero: lowest compared OMol25 entry of this formula, charge and spin) across the listed records, respectively: 32.73; 82.65 kJ/mol.
F_max across the listed records, respectively: 1.6; 1.6 eV Å⁻¹.